--- a ---
Here is an isolated molecule of C3H2N2O3 from OMol25. Energies are from ωB97M-V with the def2-TZVPD basis set.

Each line ends with the Löwdin charge.
CARTESIAN COORDINATES (ANGSTROEM)
C (-0.9489, -0.6748, -0.0658)  0.0275
C (-0.9827, 0.6760, 0.0683)  -0.0128
C (0.3805, -1.2435, -0.0899)  -0.3856
N (0.2847, 1.1758, 0.0173)  -0.1728
N (1.2468, -0.0992, -0.0390)  -0.0588
O (0.6622, 2.3239, -0.1105)  0.0861
O (2.4369, 0.1508, 0.0272)  0.1188
O (0.7465, -2.3891, -0.0171)  0.1397
H (-1.9114, -1.1387, 0.0278)  0.1162
H (-1.9147, 1.2188, 0.1817)  0.1417

Lowest unoccupied orbital energy (alpha / beta) = -1.7143 / -1.7147 eV
HOMO-LUMO gap (alpha / beta) = 8.124 / 7.387 eV

***

--- b ---
Here is an isolated molecule of C3H2N2O3 from OMol25. Energies are from ωB97M-V with the def2-TZVPD basis set.

Each line ends with the Löwdin charge.
CARTESIAN COORDINATES (ANGSTROEM)
O (2.5266, -1.2844, 0.2224)  0.0817
C (1.5222, -0.6097, -0.1443)  -0.4823
N (1.4212, 0.7494, -0.1369)  0.1589
C (0.1466, 1.1841, -0.0391)  -0.1575
N (-1.0842, 0.6221, 0.0971)  0.1259
C (-0.9322, -0.8818, -0.1180)  -0.3858
O (-1.8751, -1.5929, 0.1022)  0.1391
O (0.3749, -1.4002, -0.2453)  0.1251
H (0.0491, 2.2137, 0.3921)  0.1411
H (-2.1491, 0.9998, -0.1302)  0.2537

Lowest unoccupied orbital energy = -0.5533 eV
HOMO-LUMO gap = 10.235 eV

***

Name the most stable of them. b.

***

--- a ---
Here is an isolated molecule of C3H2N2O3 from OMol25. Energies are from ωB97M-V with the def2-TZVPD basis set.

Each line ends with the Löwdin charge.
CARTESIAN COORDINATES (ANGSTROEM)
O (1.7374, 1.6797, -1.0887)  0.1468
C (0.9679, 0.7763, -0.7780)  -0.2640
O (0.5135, -0.1462, -1.7985)  0.0945
C (-0.3827, -0.9194, -1.1818)  -0.1241
N (-0.6914, -0.6734, 0.0798)  0.1305
C (0.0401, 0.4259, 0.3485)  -0.3110
N (0.0678, 0.9350, 1.5570)  0.0818
O (-0.5733, 0.2451, 2.5349)  -0.0340
H (-0.7854, -1.6422, -1.8376)  0.1339
H (-0.8939, -0.6808, 2.1643)  0.1456

Lowest unoccupied orbital energy = -1.2359 eV
HOMO-LUMO gap = 8.624 eV

***

--- b ---
Here is an isolated molecule of C3H2N2O3 from OMol25. Energies are from ωB97M-V with the def2-TZVPD basis set.

Each line ends with the Löwdin charge.
CARTESIAN COORDINATES (ANGSTROEM)
O (-2.6825, -1.2594, 0.0204)  0.0111
N (-2.2025, -0.1488, 0.1433)  -0.0210
C (-0.9408, -0.0701, -0.2955)  -0.2332
C (-0.1300, 1.0682, -0.1153)  0.0475
N (1.2032, 0.6502, -0.0902)  0.1336
C (1.2194, -0.8126, -0.0631)  -0.5068
O (2.1761, -1.5099, 0.0904)  0.1449
O (-0.0318, -1.2300, -0.2813)  0.1233
H (-0.3923, 2.1174, 0.0378)  0.1405
H (1.7813, 1.1950, 0.5536)  0.1600

Lowest unoccupied orbital energy = -1.1757 eV
HOMO-LUMO gap = 8.318 eV

***

Name the most stable of them. a.

***

--- a ---
Here is an isolated molecule of C5H12N2O from OMol25. Energies are from ωB97M-V with the def2-TZVPD basis set.

Each line ends with the Löwdin charge.
CARTESIAN COORDINATES (ANGSTROEM)
C (-1.8435, -0.0032, 0.2418)  -0.0076
C (-0.4203, 0.3674, -0.2203)  -0.3385
C (0.6406, 0.0216, 0.8367)  -0.1652
C (0.8711, -1.5854, 0.9396)  -0.2611
N (1.3289, -2.1419, -0.3002)  0.0122
N (-0.2208, 1.8638, -0.3977)  0.0460
C (0.0028, 2.3341, -1.6391)  -0.3749
O (-0.0525, 3.5276, -1.8884)  -0.0092
H (-2.0688, -0.8246, -0.3559)  0.0680
H (-1.8837, -0.3772, 1.2308)  0.0700
H (-2.4460, 0.7630, 0.2319)  0.0233
H (-0.0496, -0.0155, -1.1326)  0.0966
H (0.3300, 0.5542, 1.7463)  0.1044
H (1.6231, 0.5319, 0.6366)  0.1147
H (1.6523, -1.7113, 1.7668)  0.1214
H (-0.1173, -1.9350, 1.2817)  0.0970
H (2.2445, -2.4475, -0.2296)  0.0410
H (0.7372, -2.8831, -0.6062)  0.0658
H (-0.7177, 2.4053, 0.2799)  0.1358
H (0.3896, 1.5557, -2.4220)  0.1606

Lowest unoccupied orbital energy = 0.8161 eV
HOMO-LUMO gap = 9.964 eV

***

--- b ---
Here is a cluster of 3 separate species, C5H12N2O in total from OMol25. Energies are from ωB97M-V with the def2-TZVPD basis set.

Each line ends with the Löwdin charge.
CARTESIAN COORDINATES (ANGSTROEM)
C (0.4533, -0.2670, 0.6663)  -0.3799
C (-1.4804, 1.0944, -0.0283)  -0.1269
C (0.8203, 1.4791, 1.7528)  0.0175
C (1.8099, -0.7702, 0.2530)  -0.0856
N (-0.3211, 0.2631, -0.2885)  -0.1137
C (-0.8773, -1.4640, -1.1325)  -0.3671
N (-1.0692, -1.1206, -2.4187)  0.1420
O (-1.0907, -2.5652, -0.6824)  0.0703
H (-0.0390, -0.8838, 1.4259)  0.1207
H (-0.7117, -0.2305, -2.7243)  0.0976
H (-1.2916, -1.8534, -3.0859)  0.1160
H (-1.9273, 0.8891, 0.9500)  0.0825
H (-2.2314, 0.9287, -0.8032)  0.0744
H (-1.1854, 2.1418, -0.1198)  0.0785
H (0.9600, 2.3086, 1.0677)  0.0233
H (-0.0285, 1.5533, 2.4256)  0.0155
H (1.7333, 1.2103, 2.2748)  0.0132
H (2.2357, -0.1436, -0.5321)  0.0809
H (1.7476, -1.8013, -0.1065)  0.0703
H (2.4936, -0.7688, 1.1062)  0.0705

Lowest unoccupied orbital energy = 0.6730 eV
HOMO-LUMO gap = 8.561 eV

***

Name the most stable of them. a.

***

--- a ---
Here is a cluster of 2 separate species, C5H12N2O in total from OMol25. Energies are from ωB97M-V with the def2-TZVPD basis set.

Each line ends with the Löwdin charge.
CARTESIAN COORDINATES (ANGSTROEM)
C (1.5274, -0.1957, 0.2316)  -0.2830
C (-1.3419, -1.6886, -0.2403)  -0.0298
C (-0.6298, 2.1650, -0.4487)  -0.0514
N (0.8293, 0.2191, -0.8340)  0.0394
C (-1.3865, -0.2018, -0.0639)  -0.4256
C (-0.5062, 0.6761, -0.5779)  -0.3269
N (2.5518, -1.0703, 0.0944)  0.1255
O (-2.2323, 0.2008, 0.9204)  -0.0159
H (-1.5981, 0.6537, 1.5675)  0.0863
H (1.1429, 0.0413, -1.7826)  0.1493
H (2.6230, -1.6392, -0.7443)  0.1080
H (3.1192, -1.2530, 0.9084)  0.1087
H (1.5567, 0.5345, 1.1144)  0.0389
H (0.3760, 0.1255, 1.8680)  0.0127
H (-0.6542, -2.0066, -1.0221)  0.0701
H (-1.0684, -2.1642, 0.7119)  0.0832
H (-2.3481, -2.0342, -0.4659)  0.0823
H (-1.6761, 2.4646, -0.4358)  0.0781
H (-0.1669, 2.5153, 0.4804)  0.0730
H (-0.1178, 2.6578, -1.2815)  0.0770

Lowest unoccupied orbital energy (alpha / beta) = 0.5395 / 0.5395 eV
HOMO-LUMO gap (alpha / beta) = 6.786 / 6.783 eV

***

--- b ---
Here is an isolated molecule of C5H12N2O from OMol25. Energies are from ωB97M-V with the def2-TZVPD basis set.

Each line ends with the Löwdin charge.
CARTESIAN COORDINATES (ANGSTROEM)
N (-3.0166, -0.0418, 0.0845)  -0.0180
C (-2.1292, -1.2218, -0.0700)  -0.2813
C (-0.7453, -1.0202, -0.6952)  -0.2381
N (-0.0891, 0.1161, -0.0491)  -0.1307
C (1.0163, 0.6875, -0.7421)  -0.2877
C (1.9079, 1.2903, 0.3465)  -0.1470
C (2.7833, 0.2981, 1.2157)  -0.2214
O (2.2843, -0.6734, 1.6874)  0.0619
H (-2.8954, 0.5628, 0.9108)  0.0738
H (-2.9264, 0.4794, -0.6952)  -0.0017
H (-2.1041, -1.6832, 1.0117)  0.1320
H (-2.8049, -1.9452, -0.6510)  0.1134
H (-0.1058, -1.8803, -0.6902)  0.0964
H (-0.9224, -0.7171, -1.8076)  0.1411
H (0.0986, -0.0442, 0.9672)  0.1221
H (0.6185, 1.5159, -1.5174)  0.1454
H (1.4568, -0.1227, -1.4306)  0.1278
H (2.5303, 1.9938, -0.2482)  0.1052
H (1.2640, 1.8324, 1.0617)  0.1193
H (3.7792, 0.5734, 1.3111)  0.0875

Lowest unoccupied orbital energy = 0.8576 eV
HOMO-LUMO gap = 9.290 eV

***

Name the most stable of them. b.

***

--- a ---
Here is a cluster of 2 separate species, C5H12N2O in total from OMol25. Energies are from ωB97M-V with the def2-TZVPD basis set.

Each line ends with the Löwdin charge.
CARTESIAN COORDINATES (ANGSTROEM)
C (-1.1653, 1.0861, -0.1031)  -0.0935
C (0.1572, 0.9714, 0.6728)  -0.2093
C (1.3411, 0.7111, -0.2190)  -0.3995
N (1.8770, 1.8191, -0.8649)  0.0979
C (1.7334, -0.5397, -0.4820)  -0.1802
N (2.8390, -0.7770, -1.3816)  -0.0007
H (-1.9892, 0.6710, 0.4944)  0.0549
H (-1.1331, 0.4360, -0.9789)  0.0760
H (-1.4449, 2.0992, -0.3530)  0.0617
H (0.2961, 1.8996, 1.2335)  0.1037
H (0.1172, 0.1394, 1.3813)  0.1022
H (2.6940, 1.5783, -1.4071)  0.0691
H (1.9881, 2.6468, -0.2991)  0.0849
H (1.3329, -1.3408, 0.1322)  0.1008
H (2.4935, -0.8902, -2.3395)  0.0764
H (3.2801, -1.6552, -1.1461)  0.0593
C (-3.6157, -2.2092, 1.4194)  -0.1529
O (-2.7690, -2.4969, 0.6255)  -0.0072
H (-3.5985, -1.2364, 1.9495)  0.0772
H (-4.4339, -2.9126, 1.6656)  0.0792

Lowest unoccupied orbital energy = 0.8935 eV
HOMO-LUMO gap = 8.372 eV

***

--- b ---
Here is a structure of composition C5H12N2O from OMol25. Energies are from ωB97M-V with the def2-TZVPD basis set.

Each line ends with the Löwdin charge.
CARTESIAN COORDINATES (ANGSTROEM)
O (0.1501, 1.7629, -0.8391)  0.0633
C (0.3990, 0.7008, -0.3143)  -0.5878
N (-0.7441, -0.0275, 0.4112)  -0.1966
C (-1.1391, 0.8417, 1.5260)  -0.1050
C (-1.9148, -0.3586, -0.4446)  -0.0792
C (1.7093, 0.2239, 0.1848)  -0.2167
C (0.8736, -0.9512, -1.6004)  0.0384
N (1.6910, -0.3596, 1.4862)  0.0827
H (-1.8145, 1.6732, 1.2884)  0.0829
H (-0.2206, 1.2480, 1.9648)  0.0766
H (-1.6083, 0.1657, 2.2461)  0.0867
H (-2.6381, 0.4592, -0.4945)  0.0840
H (-1.4837, -0.4742, -1.4276)  0.0457
H (-2.3290, -1.3388, -0.2294)  0.0803
H (1.4577, -0.9652, 0.3031)  0.1703
H (0.4947, -1.8605, -1.1358)  0.0549
H (1.8058, -1.1868, -2.1513)  0.0471
H (0.3064, -0.2900, -2.2366)  0.0443
H (2.6389, -0.1656, 1.8314)  0.0736
H (2.3658, 0.9026, -0.3683)  0.1545

Lowest unoccupied orbital energy = -0.2754 eV
HOMO-LUMO gap = 7.945 eV

***

Name the most stable of them. a.

***

--- a ---
Here is a structure of composition C4H9N2 from OMol25. Energies are from ωB97M-V with the def2-TZVPD basis set.

Each line ends with the Löwdin charge.
CARTESIAN COORDINATES (ANGSTROEM)
C (-1.0068, -1.1531, 0.0291)  0.0323
C (1.0940, -0.8978, -0.0172)  0.0158
C (-0.2306, 0.8249, -0.9251)  -0.1208
C (-0.3066, 0.7324, 1.0674)  -0.0097
N (-1.1926, 0.2479, -0.0064)  -0.1122
N (0.8742, 0.5594, -0.0055)  -0.0462
H (-1.1417, -1.5269, -1.0127)  0.1185
H (-1.2506, -1.6730, 1.0013)  0.1326
H (1.5973, -1.3559, 0.8589)  0.1131
H (1.1705, -1.2012, -1.0857)  0.1014
H (-0.1368, 0.2859, -1.8530)  0.1415
H (-0.3867, 1.8142, -1.1335)  0.1218
H (-0.4340, 1.8335, 1.1191)  0.1448
H (-0.3503, 0.2939, 2.0527)  0.1432
H (1.7007, 1.2158, -0.0895)  0.2239

Net charge = +1
Lowest unoccupied orbital energy = -3.3033 eV
HOMO-LUMO gap = 10.662 eV

***

--- b ---
Here is a structure of composition C4H9N2 from OMol25. Energies are from ωB97M-V with the def2-TZVPD basis set.

Each line ends with the Löwdin charge.
CARTESIAN COORDINATES (ANGSTROEM)
C (0.8795, -0.9874, -0.0406)  -0.1759
C (2.9535, 0.4434, 0.0012)  0.0796
C (-2.1021, -0.0788, -0.2108)  -0.0365
C (-0.8474, 0.8551, 0.0062)  -0.1877
N (-0.0223, -0.0548, -0.6963)  0.1412
N (1.8175, 0.0464, -0.2674)  0.0003
H (1.1803, -1.7740, -0.7486)  0.1500
H (0.9615, -1.3370, 1.0429)  0.1719
H (3.3790, 1.3716, -0.4932)  0.1299
H (3.6081, -0.1884, 0.7151)  0.1428
H (-2.1287, -1.0754, 0.2547)  0.0913
H (-2.9553, 0.5349, 0.2197)  0.1183
H (-2.5340, -0.0734, -1.2934)  0.1310
H (-0.9981, 1.7839, -0.4418)  0.1135
H (-0.5046, 0.8962, 1.0424)  0.1303

Net charge = +1
Lowest unoccupied orbital energy = -5.9252 eV
HOMO-LUMO gap = 9.166 eV

***

Name the most stable of them. a.

***

--- a ---
Here is a cluster of 2 separate species, C4H9N2 in total from OMol25. Energies are from ωB97M-V with the def2-TZVPD basis set.

Each line ends with the Löwdin charge.
CARTESIAN COORDINATES (ANGSTROEM)
C (1.6042, 0.2192, 1.6268)  -0.0144
C (-1.8158, -0.6978, -1.1772)  0.0048
C (-1.3240, -1.1456, 0.1326)  0.0891
C (1.4888, 0.8803, -0.6317)  -0.1275
N (-2.2415, -0.2668, 0.1573)  0.1791
N (0.9638, 0.2800, 0.5528)  -0.1139
H (2.6056, 0.6337, 1.7528)  0.0924
H (1.1628, -0.2587, 2.4875)  0.0726
H (-1.2159, -0.0116, -1.7622)  0.1111
H (-2.5035, -1.3189, -1.7380)  0.1230
H (-0.7554, -1.7909, 0.7638)  0.1412
H (1.4983, 0.1327, -1.4269)  0.0845
H (2.4999, 1.2739, -0.4973)  0.0861
H (0.8282, 1.6930, -0.9369)  0.0850
H (-2.7956, 0.3775, 0.6965)  0.1868

Net charge = +1
Lowest unoccupied orbital energy = -4.8305 eV
HOMO-LUMO gap = 8.950 eV

***

--- b ---
Here is a cluster of 2 separate species, C4H9N2 in total from OMol25. Energies are from ωB97M-V with the def2-TZVPD basis set.

Each line ends with the Löwdin charge.
CARTESIAN COORDINATES (ANGSTROEM)
C (1.8824, -0.9554, -0.4045)  -0.0647
C (2.0925, -0.2791, 0.6662)  0.0739
C (-1.3465, -0.0571, -0.3848)  -0.1449
C (0.0186, 0.6714, 1.4410)  0.0018
N (-1.9289, 0.1578, -1.5608)  0.1800
N (-0.6545, 0.8508, 0.2626)  -0.0063
H (2.6754, -1.4725, -0.9350)  0.0786
H (0.8995, -1.0700, -0.8581)  0.0399
H (2.8131, 0.0487, 1.3726)  0.0503
H (-1.5004, -1.0156, 0.0918)  0.1690
H (0.4027, 1.5540, 1.9155)  0.0839
H (-0.2599, -0.1665, 2.0550)  0.0866
H (-2.5238, -0.5439, -1.9696)  0.1336
H (-1.8653, 1.0492, -2.0290)  0.1352
H (-0.5202, 1.7536, -0.1895)  0.1831

Net charge = +1
Lowest unoccupied orbital energy (alpha / beta) = -4.1268 / -4.1250 eV
HOMO-LUMO gap (alpha / beta) = 8.224 / 8.225 eV

***

Name the most stable of them. b.

***

--- a ---
Here is a cluster of 2 separate species, C4H12NP in total from OMol25. Energies are from ωB97M-V with the def2-TZVPD basis set.

Each line ends with the Löwdin charge.
CARTESIAN COORDINATES (ANGSTROEM)
C (-0.6861, -0.2605, -1.2741)  -0.3966
C (-1.2648, -1.6225, -1.4984)  -0.2476
C (0.6284, 2.0124, -0.1328)  -0.1901
C (0.1689, 0.1117, 2.0596)  -0.1764
N (1.7976, -0.6496, -0.1479)  -0.1176
P (0.2851, 0.2081, 0.0903)  0.7335
H (-1.8242, 0.7117, -1.1356)  0.1424
H (-1.0936, -1.6704, -2.5194)  0.0261
H (-2.3898, -1.5698, -1.2673)  0.0865
H (-0.8905, -2.3968, -0.9166)  0.0281
H (1.5614, 2.2576, -0.6756)  0.0622
H (-0.2100, 2.1799, -0.7476)  -0.0089
H (0.7408, 2.3847, 0.8560)  0.0175
H (0.6114, 0.8775, 2.5596)  -0.0190
H (-0.8527, 0.2043, 2.2502)  -0.0022
H (0.4310, -0.8860, 2.4470)  0.0378
H (1.7355, -1.5391, 0.3157)  0.0271
H (2.5947, -0.1347, 0.0272)  -0.0027

Lowest unoccupied orbital energy = 0.7725 eV
HOMO-LUMO gap = 8.046 eV

***

--- b ---
Here is a cluster of 2 separate species, C4H12NP in total from OMol25. Energies are from ωB97M-V with the def2-TZVPD basis set.

Each line ends with the Löwdin charge.
CARTESIAN COORDINATES (ANGSTROEM)
C (1.1169, -1.4385, 0.4442)  -0.1342
C (2.1229, 0.7088, -0.5096)  -0.0963
C (-2.9040, 0.6602, 0.4231)  -0.3721
C (0.9349, -0.2632, -0.5928)  -0.5930
N (-0.3787, 0.3291, -0.4603)  -0.2733
P (-1.6576, -0.6076, 0.0301)  0.7105
H (1.3372, -1.0132, 1.3786)  0.0444
H (0.1994, -1.9981, 0.5434)  -0.0100
H (1.9295, -1.9895, 0.0145)  0.0667
H (2.2218, 0.9242, 0.5338)  0.0392
H (1.8642, 1.7675, -0.9777)  0.1184
H (3.0484, 0.1927, -0.8148)  0.0778
H (-2.6897, 1.4898, -0.1483)  -0.0048
H (-2.8759, 0.9966, 1.5187)  0.0558
H (-3.8077, 0.1742, 0.4100)  -0.0144
H (0.8891, -0.8129, -1.6672)  0.1789
H (-0.2664, 0.8746, 1.3134)  0.2393
H (-2.2228, -0.7000, -1.3036)  -0.0331

Lowest unoccupied orbital energy (alpha / beta) = -0.6459 / -0.7298 eV
HOMO-LUMO gap (alpha / beta) = 7.578 / 7.392 eV

***

--- c ---
Here is a cluster of 2 separate species, C4H12NP in total from OMol25. Energies are from ωB97M-V with the def2-TZVPD basis set.

Each line ends with the Löwdin charge.
CARTESIAN COORDINATES (ANGSTROEM)
C (2.3773, -0.3542, -1.1795)  -0.1422
C (-2.0941, 1.5445, 0.6828)  -0.3768
C (2.2178, -0.1875, 0.3412)  -0.3732
C (0.9920, -0.8827, 0.6982)  -0.1274
N (-2.7649, -0.6721, -0.4230)  -0.3292
P (-1.4118, 0.3030, -0.5937)  0.8259
H (3.0738, 0.3254, -1.6276)  0.0569
H (2.5806, -1.3641, -1.5778)  0.0803
H (1.3717, -0.0925, -1.4370)  0.0019
H (-1.3930, 2.3744, 0.6582)  -0.0024
H (-2.4710, 1.1805, 1.6036)  -0.0027
H (-3.0655, 2.0463, 0.2879)  0.0524
H (3.1482, -0.4162, 0.7430)  0.0731
H (2.0474, 0.9096, 0.4930)  0.1155
H (0.7970, -1.7673, 0.1003)  0.0340
H (0.7492, -0.7800, 1.7708)  0.0470
H (-2.6490, -1.6104, -0.8215)  0.0233
H (-3.5057, -0.5565, 0.2811)  0.0437

Lowest unoccupied orbital energy (alpha / beta) = 0.5633 / 0.7831 eV
HOMO-LUMO gap (alpha / beta) = 8.085 / 7.466 eV

***

Name the most stable of them. c.